1.
Molecular formula: C10H13N4
Method: DFT, the ωB97M-V functional and the def2-TZVPD basis

calculated total energy	-607.3860	Ha
multiplicity	3
charge	+1
gap between HOMO and LUMO (alpha / beta)	7.15 / 3.02	eV

The geometry in XYZ format:
```
27
Properties=species:S:1:pos:R:3:forces:R:3:lowdin_charge:R:1
C 7.1362 -2.1218 -0.0524 1.3 -3.5 3.6 -0.0561
C -7.2934 -1.6921 -0.8518 1.8 -4.1 -2.2 -0.0999
C -8.5963 -1.8875 -0.4974 0.0 1.3 1.4 -0.1323
C 7.6076 -1.7101 1.1933 -0.3 -1.8 -1.5 -0.1984
C 6.8685 -1.2609 -1.0630 -0.4 3.9 -4.2 -0.0213
C 6.9595 1.2507 -0.9026 0.2 -1.3 -0.1 -0.0156
C -8.6804 0.2284 0.3062 -0.5 -0.4 0.0 -0.4553
C 6.8297 2.6197 -0.7404 -1.6 2.9 -0.1 -0.0023
C -6.7578 -0.4752 -0.6703 1.7 3.2 0.5 -0.1387
C -9.3336 1.3342 1.0181 -0.6 2.6 -1.4 -0.0448
N -9.2852 -0.9403 0.1435 -0.7 -1.0 -0.7 0.1317
N 6.9629 0.1035 -0.8488 -0.5 -1.8 -1.3 0.1762
N -7.4520 0.5089 -0.0597 1.2 -0.6 -1.1 0.0969
N 8.2161 -0.5887 1.2614 0.2 3.3 0.3 0.1831
H 7.1021 -3.2029 -0.2445 -0.5 0.6 0.1 0.1352
H -6.7443 -2.6518 -1.3192 -1.0 2.7 1.0 0.1517
H -8.9793 -2.8574 -0.6556 -1.1 -0.8 0.0 0.0947
H 7.6384 -2.3603 2.0112 -0.3 -1.3 1.2 0.1105
H 6.5876 -1.5306 -2.1287 0.3 0.3 1.7 0.1692
H 6.1826 2.7246 0.1993 1.3 0.4 -0.9 0.1502
H 7.7956 3.1779 -0.8038 -0.8 -0.4 0.6 0.1269
H 6.1696 3.0596 -1.5572 0.8 -0.7 0.8 0.1405
H -5.7390 -0.0737 -0.9606 -1.1 -1.3 0.2 0.1272
H -10.4414 1.6425 0.7207 2.6 -0.5 0.1 0.1290
H -8.4792 2.1100 0.9789 -2.2 -0.4 0.0 0.1037
H -9.4136 1.0943 2.0208 -0.3 -0.7 2.2 0.0360
H 8.7285 -0.3038 2.0904 0.4 -0.5 -0.1 0.1019
```
Positions in Å, forces in eV/Å.



2.
Molecular formula: C40H58As2BaN2O8S4
Method: DFT, the ωB97M-V functional and the def2-TZVPD basis

calculated total energy	-8359.9107	Ha
charge	+2
gap between HOMO and LUMO	8.43	eV

The geometry in XYZ format:
```
115
Properties=species:S:1:pos:R:3:forces:R:3:lowdin_charge:R:1
Ba -0.4549 -1.0370 -0.5685 -0.2 -0.5 -0.6 1.5373
C 1.1404 -4.7977 0.8019 0.1 0.0 -0.1 -0.5218
C 1.7109 -3.8765 1.8735 -0.1 0.0 0.0 -0.5204
S 0.6262 -2.5260 2.4444 0.0 -0.1 0.0 0.7922
C -0.6559 -3.4783 3.3482 0.1 0.0 0.0 -0.4762
C -2.0603 -3.3370 2.7755 0.0 -0.1 0.0 -0.4791
S -1.9562 -3.4466 0.9750 0.0 0.2 0.1 0.7362
C -3.5814 -4.0057 0.4195 0.1 0.0 -0.1 -0.4716
C -3.7060 -3.7256 -1.0845 0.1 0.0 0.0 -0.4980
S -2.1665 -3.6962 -2.0704 0.0 0.0 0.1 0.7891
C -1.3154 -5.2477 -1.6455 -0.1 0.0 0.0 -0.5153
C 0.1890 -5.1123 -1.8483 0.0 0.1 0.0 -0.5010
S 1.0644 -3.9253 -0.7843 0.0 -0.1 0.0 0.7636
H 0.1434 -5.1477 1.0657 0.0 0.0 0.0 0.0461
H 1.8016 -5.6564 0.6784 0.0 0.0 0.0 0.0959
H 2.6202 -3.3866 1.5203 0.0 0.0 0.0 0.0774
H 1.9860 -4.4587 2.7527 0.0 0.0 0.0 0.0903
H -0.6545 -3.1296 4.3803 0.0 0.0 0.0 0.0716
H -0.3270 -4.5166 3.3387 0.0 0.0 0.0 0.0861
H -2.4826 -2.3846 3.0674 -0.1 0.0 0.0 0.0319
H -2.7051 -4.1276 3.1601 0.0 0.0 0.0 0.1075
H -4.3590 -3.4642 0.9551 0.0 0.0 0.0 0.0778
H -3.6784 -5.0702 0.6310 0.0 0.0 0.0 0.0885
H -4.0901 -2.7167 -1.2423 -0.1 0.0 0.0 0.0757
H -4.4100 -4.4187 -1.5411 0.0 0.0 0.0 0.0868
H -1.6887 -6.0377 -2.2973 0.0 0.0 0.0 0.0917
H -1.5464 -5.5071 -0.6144 0.0 0.0 0.0 0.0484
H 0.4100 -4.7884 -2.8668 0.0 0.0 0.0 0.0705
H 0.6678 -6.0828 -1.7148 0.0 0.0 0.0 0.0950
C 4.5462 0.5817 -6.4782 0.0 0.0 0.0 -0.0322
C 3.3966 -0.4069 -6.7260 0.0 0.0 0.0 -0.5562
C 3.9764 -1.7192 -7.2534 0.0 0.0 0.0 -0.0573
C 2.4375 0.1702 -7.7784 0.0 0.0 0.0 -0.0322
C 2.6385 -0.6058 -5.4215 0.0 0.0 0.0 -0.1329
C 2.5270 -1.8293 -4.7730 0.0 0.0 0.0 0.0237
C 1.8036 -1.9135 -3.5960 0.0 0.0 0.0 -0.1261
N 1.1901 -0.8838 -3.0129 0.0 0.0 0.1 0.0105
C 1.3081 0.3088 -3.6211 -0.1 0.0 0.0 -0.2100
C 2.0048 0.4720 -4.8056 0.0 0.0 0.0 0.0475
C 0.6150 1.4724 -2.9963 -0.1 0.0 0.1 -0.2110
C 1.0772 2.7644 -3.1840 0.1 0.0 -0.1 0.0466
C 0.3983 3.8558 -2.6473 0.0 0.1 0.0 -0.1358
C -0.7591 3.5712 -1.9332 -0.1 0.0 0.1 0.0154
C -1.1407 2.2531 -1.7577 0.0 0.0 0.0 -0.1439
N -0.4791 1.2124 -2.2603 0.1 0.0 0.0 -0.0370
C 0.9101 5.2703 -2.8820 0.0 0.0 0.0 -0.5550
C 2.3905 5.3536 -2.4825 0.0 0.0 0.0 -0.0355
C 0.1254 6.3015 -2.0700 0.0 0.0 0.0 -0.0555
C 0.7601 5.5912 -4.3773 0.0 0.0 0.0 -0.0270
H 5.1099 0.7261 -7.4004 0.0 0.0 0.0 0.0952
H 5.2303 0.2037 -5.7163 0.0 0.0 0.0 0.0947
H 4.1789 1.5578 -6.1573 0.0 0.0 0.0 0.0797
H 4.4937 -1.5289 -8.1934 0.0 0.0 0.0 0.0943
H 3.1952 -2.4556 -7.4508 0.0 0.0 0.0 0.0921
H 4.7011 -2.1497 -6.5599 0.0 0.0 0.0 0.0908
H 2.9674 0.2983 -8.7226 0.0 0.0 0.0 0.0950
H 2.0447 1.1443 -7.4842 0.0 0.0 0.0 0.0799
H 1.5949 -0.5018 -7.9498 0.0 0.0 0.0 0.0962
H 2.9855 -2.7225 -5.1705 0.0 0.0 0.0 0.1131
H 1.7280 -2.8670 -3.0894 0.0 0.0 0.0 0.0510
H 2.0293 1.4454 -5.2747 0.0 0.0 0.0 0.1147
H 1.9843 2.9227 -3.7495 0.0 0.0 0.0 0.1156
H -1.3629 4.3557 -1.5013 0.0 0.0 0.0 0.1112
H -2.0362 2.0199 -1.1872 0.0 0.0 0.0 0.1014
H 2.5292 5.0780 -1.4347 0.0 0.0 0.0 0.0878
H 2.7432 6.3771 -2.6101 0.0 0.0 0.0 0.0952
H 3.0227 4.7114 -3.0966 0.0 0.0 0.0 0.0790
H 0.1597 6.0837 -1.0004 0.0 0.0 0.0 0.0917
H -0.9176 6.3578 -2.3858 0.0 0.0 0.0 0.0899
H 0.5642 7.2874 -2.2208 0.0 0.0 0.0 0.0946
H 1.3392 4.9035 -4.9959 0.0 0.0 0.0 0.0833
H 1.1191 6.6023 -4.5729 0.0 0.0 0.0 0.0965
H -0.2843 5.5340 -4.6876 0.0 0.0 0.0 0.0962
C -6.2869 -1.2086 3.6426 -0.1 -0.1 0.0 0.0099
O -5.0354 -0.5950 4.0065 0.0 0.0 0.0 -0.0175
C -4.1012 -0.5652 3.0723 0.1 0.1 0.0 -0.5585
O -4.2509 -0.9527 1.9340 0.0 -0.1 -0.1 0.0488
C -2.8379 0.1046 3.5293 -0.1 0.0 -0.1 -0.3151
C -2.4468 0.1482 4.7998 0.0 -0.2 0.0 -0.2965
As -1.1015 1.3016 5.6237 -0.1 0.1 0.0 1.3497
C -0.0246 -0.1685 6.3607 0.0 0.0 0.0 -0.2495
C 0.0682 1.6588 4.0814 0.0 0.0 0.2 -0.2667
C -0.1540 1.3210 2.8097 0.1 -0.1 -0.1 -0.2895
As -1.8522 0.7690 2.0052 0.0 0.0 -0.1 1.2304
C -2.6475 2.5503 1.8588 0.1 0.0 0.0 -0.2519
C 0.9357 1.3386 1.7907 0.0 0.1 0.1 -0.5234
O 0.8363 0.7351 0.7237 0.1 0.2 0.1 -0.2401
O 2.0209 1.9908 2.1104 0.0 0.0 0.0 -0.0005
C 3.0918 1.9914 1.1467 0.1 0.0 -0.1 0.0261
C 1.2474 2.5012 4.5235 0.0 -0.2 -0.4 -0.5891
O 1.3053 3.6623 4.2370 -0.1 0.1 0.2 0.1496
O 2.1038 1.8390 5.2897 0.0 0.0 0.1 -0.0424
C 3.1878 2.6312 5.8253 0.1 0.0 0.0 0.0024
C -3.0748 -0.7601 5.8231 0.2 0.1 0.0 -0.5897
O -3.0156 -1.9594 5.7266 -0.1 -0.1 0.0 0.1280
O -3.5257 -0.0855 6.8684 0.0 0.0 0.0 -0.0454
C -4.0455 -0.8789 7.9566 -0.1 0.0 0.1 0.0022
H -6.9895 -0.9186 4.4155 0.0 0.0 0.0 0.1031
H -6.1704 -2.2910 3.6225 0.0 0.0 0.0 0.1042
H -6.6137 -0.8538 2.6687 0.0 0.0 0.0 0.0986
H -0.6609 -0.7210 7.0520 0.0 0.0 0.0 0.0338
H 0.8172 0.2439 6.9053 0.0 0.0 0.0 0.0267
H 0.3295 -0.8266 5.5694 0.0 0.0 0.0 0.0333
H -2.7182 3.0145 2.8406 0.0 0.0 0.0 0.0425
H -3.6394 2.4648 1.4172 0.0 0.0 0.0 0.0387
H -2.0175 3.1635 1.2147 0.0 0.0 0.0 0.0223
H 3.8763 2.5947 1.5887 0.0 0.0 0.0 0.1079
H 2.7501 2.4319 0.2119 0.0 0.0 0.0 0.0962
H 3.4387 0.9756 0.9712 0.0 0.0 0.0 0.1042
H 3.6465 2.0174 6.5926 0.0 0.0 0.0 0.0997
H 2.8065 3.5597 6.2417 0.0 0.0 0.0 0.1031
H 3.9042 2.8541 5.0378 0.0 0.0 0.0 0.0998
H -4.1288 -0.2011 8.7983 0.0 0.0 0.0 0.1019
H -3.3724 -1.7025 8.1806 0.0 0.0 0.0 0.0979
H -5.0223 -1.2730 7.6850 0.0 0.0 0.0 0.1033
```
Positions in Å, forces in eV/Å.



3.
Molecular formula: C20H42O3P4Re
Method: DFT, the ωB97M-V functional and the def2-TZVPD basis

calculated total energy	-2455.0554	Ha
multiplicity	4
charge	+4
gap between HOMO and LUMO (alpha / beta)	7.12 / 4.60	eV

The geometry in XYZ format:
```
70
Properties=species:S:1:pos:R:3:forces:R:3:lowdin_charge:R:1
P -1.0667 -0.5392 -2.3632 -1.1 -0.3 -2.6 0.9370
C -2.1293 0.7265 -3.1311 0.2 0.8 0.8 -0.1947
H -2.5629 0.3345 -4.0627 0.2 -0.1 0.3 0.1009
H -1.5182 1.6190 -3.3311 -0.3 -0.4 0.0 0.0473
H -2.9323 0.9850 -2.4273 0.2 0.0 -0.3 0.0603
C 0.1698 -0.8314 -3.6990 0.3 0.0 0.3 -0.1804
H 0.4853 -1.8663 -3.7879 -0.1 -0.1 -0.1 0.0508
H 1.0514 -0.2260 -3.4874 0.0 0.1 -0.1 0.0445
H -0.2103 -0.5149 -4.6767 -0.3 0.0 0.3 0.0932
C -2.2876 -1.9120 -2.2621 0.3 0.0 0.3 -0.1921
H -2.5370 -2.2369 -3.2802 -0.1 0.1 0.2 0.0987
H -3.1723 -1.5086 -1.7508 0.0 -0.1 -0.4 0.0771
H -1.9560 -2.7707 -1.6770 -0.1 0.0 -0.2 0.0229
P -1.0844 -1.2915 2.2561 -1.1 -1.1 3.1 0.8001
C -2.2325 -0.1178 3.0307 0.2 1.0 -1.2 -0.1656
H -2.5676 -0.5961 3.9477 -0.1 -0.2 0.1 0.0960
H -3.0762 0.0872 2.3548 0.1 0.0 0.5 0.0765
H -1.7007 0.8120 3.2953 -0.4 -0.3 -0.1 0.0750
C -2.1950 -2.7286 1.9605 -0.1 -0.3 -0.1 -0.1663
H -1.6814 -3.6938 1.9898 -0.1 0.1 0.2 0.0666
H -2.6597 -2.6637 0.9605 0.2 0.3 0.3 0.0668
H -3.0314 -2.7556 2.6675 0.3 0.1 0.1 0.0927
C 0.0916 -1.4086 3.6666 -0.1 -0.2 0.2 -0.1684
H -0.3542 -2.0027 4.4774 0.1 0.2 -0.1 0.1002
H 0.2813 -0.3921 4.0575 -0.3 -0.3 -0.2 0.0854
H 1.0619 -1.8304 3.4242 -0.1 -0.2 0.0 0.0337
P 2.4548 1.1104 0.3148 1.2 1.8 -0.4 0.9705
C 2.6079 2.8940 0.5895 -0.7 0.1 0.1 -0.1647
H 3.6770 3.1252 0.6852 -0.1 -0.1 0.0 0.1002
H 2.0648 3.1439 1.5172 0.4 0.1 -0.4 0.0757
H 2.1815 3.4295 -0.2733 0.2 -0.3 0.5 0.0381
C 3.5330 0.3880 1.5722 -0.1 -0.3 0.1 -0.1671
H 4.2587 1.1414 1.8781 0.1 0.0 0.0 0.0939
H 4.0577 -0.5048 1.2506 0.2 0.1 0.0 0.0589
H 2.9318 0.1269 2.4456 0.1 0.1 0.1 0.0666
C 3.0265 0.9414 -1.4186 -0.2 -0.4 -0.3 -0.1541
H 4.0879 1.2519 -1.4818 -0.4 0.0 0.3 0.1116
H 2.4276 1.6006 -2.0625 0.0 0.0 0.4 0.0644
H 2.9481 -0.0669 -1.8310 0.1 0.3 0.1 0.0177
Re 0.2195 -1.0956 0.3404 -1.6 4.2 -1.8 1.1330
C -1.4966 -0.0482 0.0386 -3.9 4.2 -0.7 -0.3651
O -2.3715 0.7460 0.0342 3.7 -4.0 0.2 0.1566
C 0.4969 0.6953 1.2756 -1.5 5.0 1.9 -0.4117
O 0.1160 1.6759 1.8744 2.1 -4.6 -2.3 0.0959
C 1.9431 -2.2809 0.9886 1.6 -2.0 1.3 -0.1862
C 2.5111 -2.0138 -0.2609 -0.1 0.4 0.6 -0.0694
C 1.7985 -2.2960 -1.4115 0.0 -0.1 -0.9 -0.0552
C 0.5888 -2.9834 -1.3334 -0.6 0.2 -0.6 -0.0631
C 0.0117 -3.2883 -0.0958 1.1 -1.2 0.2 -0.1534
C 0.7497 -3.0296 1.0821 0.7 -1.5 0.5 -0.2040
H 2.5220 -2.0638 1.8982 -0.4 -0.2 -0.5 0.1426
H 3.4779 -1.5495 -0.3150 0.2 0.1 -0.1 0.1242
H 2.1449 -1.9408 -2.3718 0.3 -0.4 0.0 0.1254
H 0.0556 -3.2242 -2.2601 0.2 0.0 0.5 0.1381
H -0.9054 -3.8160 -0.0317 -0.6 -0.5 0.0 0.1232
H 0.4283 -3.4299 2.0360 0.1 0.1 -0.1 0.1346
C -2.2155 3.9086 -1.8810 -0.5 -0.4 -0.2 -0.1628
P -0.5508 3.6969 -1.2780 0.5 1.6 0.4 0.5711
C 0.5216 4.5458 -2.4551 0.2 -0.2 -0.2 -0.1491
C -0.4920 4.6635 0.2759 0.0 -1.2 -0.4 -0.1374
O -0.0776 2.2590 -1.1272 0.1 -0.9 0.2 -0.4541
H -2.8993 3.2188 -1.3684 0.1 0.2 -0.1 0.0578
H -2.2599 3.7168 -2.9603 -0.1 0.1 0.2 0.0657
H -2.5704 4.9273 -1.6957 0.1 -0.1 0.0 0.0882
H 0.3823 5.6388 -2.5347 -0.1 -0.5 0.1 0.0914
H 1.5720 4.3404 -2.1767 -0.4 0.2 -0.2 0.0506
H 0.3120 4.0832 -3.4360 0.3 0.3 0.2 0.0697
H -1.2447 4.2810 0.9723 0.1 0.1 0.0 0.0673
H 0.4955 4.5720 0.7326 -0.2 0.2 0.0 0.0335
H -0.7083 5.6938 0.0427 0.0 0.4 0.0 0.0725
```
Positions in Å, forces in eV/Å.



4.
Molecular formula: C3H9NO2
Method: DFT, the ωB97M-V functional and the def2-TZVPD basis

SMILES	C=CO.NCO
calculated total energy	-324.8659	Ha
gap between HOMO and LUMO	10.02	eV

The geometry in XYZ format:
```
15
Properties=species:S:1:pos:R:3:forces:R:3:lowdin_charge:R:1
C -0.3684 0.0626 2.2295 2.5 0.2 4.1 -0.0287
C -1.4055 -0.4535 1.6444 -1.8 -1.4 1.1 -0.3534
O -1.4538 -0.6884 0.3321 -0.6 1.3 -1.9 -0.0456
H -0.2973 -0.0252 3.4557 -0.2 0.7 -3.5 0.1140
H 0.5578 0.3176 1.6531 -1.0 -0.1 0.7 0.0521
H -2.3020 -0.8417 2.2008 1.0 0.4 -0.5 0.1222
H -1.2388 0.1717 -0.1183 0.1 -1.0 0.0 0.0847
N 2.0580 -0.0949 -0.7966 -1.4 1.5 -1.7 0.0396
C 0.8610 -0.0364 -1.6202 -0.4 -0.8 2.6 -0.2721
O -0.0892 1.0952 -1.4251 1.8 -0.3 -0.4 -0.1022
H 1.9855 -0.6183 0.0292 0.3 -0.5 0.9 0.0434
H 2.9511 0.1676 -1.1679 0.0 -0.2 0.1 0.0673
H 1.1034 -0.2913 -2.6232 0.0 0.7 -1.1 0.1023
H 0.2170 -0.8162 -1.2264 0.1 -0.4 -0.4 0.0925
H 0.4383 1.9097 -1.4054 -0.3 -0.2 0.0 0.0838
```
Positions in Å, forces in eV/Å.



Calculated values (eV) of energy relative to the best compared isomer or geometry (same formula, charge and spin) for the records, taken in order: 1.900 0.000 1.935 2.903.